[1]
{"formula": "C32H57Cl20NO4", "method": "ωB97M-V with the def2-TZVPD basis set", "elements": ["C", "C", "C", "C", "N", "C", "O", "C", "C", "C", "O", "C", "O", "C", "C", "C", "O", "H", "H", "H", "H", "H", "H", "H", "H", "H", "H", "H", "H", "H", "H", "H", "H", "H", "Cl", "C", "C", "Cl", "H", "H", "H", "H", "Cl", "C", "C", "Cl", "H", "H", "H", "H", "Cl", "C", "C", "Cl", "H", "H", "H", "H", "Cl", "C", "C", "Cl", "H", "H", "H", "H", "Cl", "C", "C", "Cl", "H", "H", "H", "H", "Cl", "C", "C", "Cl", "H", "H", "H", "H", "Cl", "C", "C", "Cl", "H", "H", "H", "H", "Cl", "C", "C", "Cl", "H", "H", "H", "H", "Cl", "C", "C", "Cl", "H", "H", "H", "H", "Cl", "C", "C", "Cl", "H", "H", "H", "H"], "xyz": [[5.334, -2.819, -1.141], [4.539, -3.957, -1.482], [3.390, -5.084, -1.942], [2.009, -4.666, -1.188], [1.511, -5.471, 0.014], [0.502, -4.495, 0.658], [0.371, -4.143, 1.940], [-0.312, -3.992, -0.697], [-1.123, -2.585, -0.696], [-0.307, -1.251, -1.138], [1.149, -1.372, -1.240], [1.683, -0.834, -2.499], [1.238, -1.090, -3.733], [0.614, -4.430, -2.009], [0.004, -5.599, -2.983], [-0.149, -5.026, -4.527], [-1.290, -4.092, -4.689], [5.559, -1.685, -0.843], [3.776, -6.167, -1.691], [3.292, -4.946, -3.121], [2.295, -3.641, -0.648], [0.924, -6.326, -0.225], [-1.191, -4.791, -0.756], [-2.067, -2.700, -1.408], [-1.577, -2.392, 0.391], [-0.522, -0.411, -0.318], [-0.813, -0.845, -2.134], [2.626, -0.108, -2.413], [0.567, -3.482, -2.733], [-1.079, -5.884, -2.634], [0.663, -6.580, -3.046], [0.854, -4.431, -4.748], [-0.328, -5.933, -5.244], [-2.078, -4.433, -4.151], [-2.066, 1.070, 0.458], [-1.264, 2.101, 1.668], [-0.936, 3.481, 1.120], [0.343, 3.426, -0.118], [-0.365, 1.582, 2.015], [-1.952, 2.192, 2.514], [-0.569, 4.124, 1.925], [-1.816, 3.959, 0.678], [-0.926, -0.303, 4.106], [-1.426, -1.804, 4.923], [-1.837, -2.886, 3.936], [-3.356, -2.486, 3.095], [-2.238, -1.560, 5.615], [-0.569, -2.145, 5.511], [-2.008, -3.827, 4.466], [-1.065, -3.056, 3.180], [-5.060, 3.071, 0.954], [-6.387, 2.027, 0.385], [-6.373, 0.664, 1.058], [-4.980, -0.323, 0.548], [-6.309, 1.941, -0.703], [-7.321, 2.547, 0.619], [-7.273, 0.105, 0.784], [-6.345, 0.752, 2.148], [3.456, -6.567, -6.247], [4.975, -5.789, -6.757], [5.970, -5.667, -5.614], [5.437, -4.497, -4.381], [4.730, -4.811, -7.184], [5.398, -6.410, -7.552], [6.932, -5.309, -5.994], [6.136, -6.629, -5.119], [-2.828, 5.706, 1.207], [-3.788, 5.685, 2.708], [-3.072, 6.377, 3.857], [-1.643, 5.465, 4.406], [-4.021, 4.642, 2.947], [-4.727, 6.202, 2.490], [-3.743, 6.460, 4.717], [-2.746, 7.384, 3.581], [7.326, -3.064, -7.933], [6.417, -1.533, -7.880], [4.913, -1.759, -7.873], [4.322, -2.401, -9.426], [6.729, -0.923, -8.733], [6.719, -1.017, -6.964], [4.395, -0.810, -7.706], [4.613, -2.454, -7.083], [-4.594, 6.145, -2.083], [-2.972, 5.442, -2.303], [-2.253, 6.021, -3.511], [-3.006, 5.516, -5.045], [-3.080, 4.356, -2.380], [-2.405, 5.663, -1.393], [-1.219, 5.665, -3.535], [-2.237, 7.114, -3.485], [5.902, -5.448, -0.481], [6.591, -6.496, 0.785], [7.860, -7.194, 0.324], [7.536, -8.418, -0.930], [5.822, -7.214, 1.087], [6.811, -5.853, 1.642], [8.322, -7.719, 1.165], [8.589, -6.483, -0.076], [0.132, 10.225, 7.550], [-0.369, 8.723, 8.368], [-0.780, 7.642, 7.381], [-2.299, 8.042, 6.540], [-1.181, 8.968, 9.060], [0.489, 8.383, 8.956], [-0.951, 6.700, 7.911], [-0.008, 7.472, 6.625], [-8.365, 7.852, 7.470], [-6.609, 7.955, 7.745], [-5.871, 8.525, 6.544], [-5.888, 7.411, 5.154], [-6.246, 6.955, 8.004], [-6.462, 8.605, 8.613], [-4.821, 8.696, 6.799], [-6.303, 9.477, 6.221]], "e_lumo_ha": 0.0133, "fmax_ev_per_a": 9.81, "homo_ev": -8.3, "energy_ev": -294226.8643, "molar_mass_g_mol": 1228.9, "orbital_gap_ev": 8.68}


[2]
{"formula": "C32H57N5OPSSi4TeTi", "method": "ωB97M-V with the def2-TZVPD basis set", "elements": ["Ti", "N", "C", "C", "C", "N", "H", "H", "H", "H", "H", "H", "H", "H", "H", "H", "O", "N", "C", "C", "C", "C", "C", "C", "C", "P", "C", "C", "C", "C", "C", "C", "C", "C", "C", "C", "C", "C", "H", "H", "H", "H", "H", "H", "H", "H", "H", "H", "H", "H", "H", "H", "H", "H", "C", "Si", "C", "C", "Si", "Te", "Si", "C", "C", "C", "Si", "C", "C", "C", "H", "H", "H", "H", "H", "H", "H", "H", "H", "H", "H", "H", "H", "H", "H", "H", "H", "H", "H", "H", "H", "H", "H", "H", "H", "H", "H", "N", "C", "N", "S", "H", "H", "H", "H"], "xyz": [[-0.733, 0.015, 0.320], [-1.632, 1.821, 1.266], [-2.812, 1.620, 2.149], [-3.986, 0.977, 1.429], [-3.794, -0.495, 1.096], [-2.817, -0.694, -0.007], [-0.878, 2.206, 1.835], [-1.855, 2.542, 0.582], [-3.121, 2.579, 2.570], [-2.488, 0.987, 2.974], [-4.241, 1.542, 0.525], [-4.855, 1.059, 2.084], [-4.753, -0.938, 0.823], [-3.412, -1.031, 1.966], [-3.232, -0.355, -0.873], [-2.688, -1.695, -0.140], [-0.329, -2.470, -1.366], [-0.486, -1.121, -1.578], [-0.664, -0.696, -2.768], [-0.851, 0.726, -3.075], [-1.710, 1.020, -4.134], [-1.977, 2.328, -4.495], [-1.357, 3.361, -3.810], [-0.467, 3.081, -2.780], [-0.193, 1.771, -2.393], [0.995, 1.424, -1.025], [1.755, 3.033, -0.692], [1.085, 3.944, 0.122], [1.644, 5.177, 0.408], [2.890, 5.506, -0.108], [3.566, 4.602, -0.913], [3.003, 3.369, -1.207], [2.234, 0.366, -1.827], [2.603, 0.567, -3.156], [3.526, -0.277, -3.756], [4.078, -1.328, -3.035], [3.707, -1.537, -1.713], [2.786, -0.694, -1.107], [-0.150, -2.913, -2.212], [-0.728, -1.406, -3.595], [-2.174, 0.208, -4.683], [-2.650, 2.539, -5.314], [-1.543, 4.389, -4.092], [0.046, 3.899, -2.293], [0.119, 3.693, 0.542], [1.115, 5.878, 1.040], [3.334, 6.466, 0.121], [4.537, 4.856, -1.317], [3.546, 2.671, -1.830], [2.169, 1.382, -3.725], [3.815, -0.115, -4.785], [4.796, -1.987, -3.505], [4.132, -2.361, -1.153], [2.496, -0.852, -0.073], [-0.417, 0.461, 7.384], [-0.891, 0.291, 5.580], [-2.750, -0.006, 5.488], [-0.361, 1.822, 4.609], [0.273, -1.556, 4.722], [0.079, -1.549, 2.133], [-0.741, -3.636, 5.172], [-2.434, -3.684, 4.365], [0.340, -4.992, 4.466], [-0.906, -3.779, 7.033], [2.584, -1.500, 5.213], [3.564, -2.173, 3.768], [2.814, -2.553, 6.746], [3.108, 0.263, 5.593], [-0.963, 1.286, 7.846], [0.648, 0.665, 7.499], [-0.651, -0.445, 7.945], [-3.315, 0.919, 5.625], [-3.043, -0.686, 6.290], [-3.062, -0.470, 4.550], [-1.159, 2.565, 4.534], [-0.009, 1.553, 3.608], [0.483, 2.300, 5.111], [-2.350, -3.620, 3.278], [-3.074, -2.872, 4.713], [-2.934, -4.626, 4.605], [0.502, -4.849, 3.396], [-0.138, -5.964, 4.604], [1.314, -5.029, 4.955], [-1.565, -3.008, 7.436], [0.061, -3.695, 7.532], [-1.333, -4.748, 7.298], [3.263, -3.193, 3.520], [4.630, -2.187, 4.010], [3.419, -1.542, 2.888], [2.548, -3.596, 6.565], [2.206, -2.185, 7.575], [3.857, -2.529, 7.069], [2.826, 0.925, 4.773], [4.192, 0.291, 5.726], [2.653, 0.632, 6.513], [5.140, 0.989, 0.850], [4.418, 1.321, 1.933], [5.100, 1.702, 3.020], [2.734, 1.245, 1.924], [6.145, 1.033, 0.841], [4.659, 0.675, 0.026], [6.105, 1.754, 3.037], [4.591, 1.973, 3.843]], "e_lumo_ha": [-0.2096, -0.2101], "fmax_ev_per_a": 0.38, "total_charge": 2, "homo_ev": [-12.3, -12.3], "energy_ev": -125642.4803, "de_lowest_ev": 1.282, "molar_mass_g_mol": 878.7, "multiplicity": 2, "orbital_gap_ev": [6.56, 6.57]}


[3]
{"formula": "C32H58N2O11SSi", "method": "ωB97M-V with the def2-TZVPD basis set", "elements": ["C", "C", "O", "C", "C", "C", "Si", "C", "C", "C", "C", "C", "C", "N", "S", "N", "C", "H", "H", "H", "H", "H", "H", "H", "H", "H", "H", "H", "H", "H", "H", "H", "H", "H", "H", "O", "C", "O", "C", "C", "C", "H", "H", "H", "H", "H", "H", "H", "H", "O", "C", "O", "C", "C", "C", "H", "H", "H", "H", "H", "H", "H", "H", "O", "C", "O", "C", "C", "C", "H", "H", "H", "H", "H", "H", "H", "H", "O", "C", "O", "C", "C", "C", "H", "H", "H", "H", "H", "H", "H", "H", "O", "C", "O", "C", "C", "C", "H", "H", "H", "H", "H", "H", "H", "H"], "xyz": [[2.079, 3.725, -0.408], [1.412, 2.275, -0.348], [2.423, 1.362, 0.117], [1.789, 0.077, 0.371], [1.873, -0.895, -0.845], [0.762, -1.396, -1.654], [-1.041, -0.925, -1.241], [-1.397, -1.220, 0.639], [-1.538, 0.835, -1.805], [-2.240, -2.124, -2.166], [1.088, -2.337, -2.830], [2.454, -2.753, -3.164], [3.652, -2.304, -2.364], [4.986, -2.618, -2.507], [5.716, -1.755, -1.257], [4.425, -0.986, -0.536], [3.272, -1.356, -1.229], [3.188, 3.601, -0.237], [1.872, 4.222, -1.405], [1.618, 4.373, 0.395], [1.113, 1.938, -1.382], [0.516, 2.358, 0.329], [0.758, 0.251, 0.781], [2.409, -0.391, 1.199], [-0.437, -1.642, 1.069], [-1.499, -0.185, 1.086], [-2.285, -1.878, 0.811], [-1.236, 1.065, -2.871], [-2.686, 0.880, -1.799], [-1.195, 1.649, -1.100], [-2.867, -2.678, -1.398], [-2.951, -1.583, -2.845], [-1.701, -2.911, -2.753], [0.287, -2.747, -3.493], [2.644, -3.429, -4.038], [-0.492, -3.932, 2.736], [-1.525, -4.229, 3.285], [-2.496, -3.309, 3.448], [-3.816, -3.600, 3.922], [-3.861, -3.625, 5.436], [-1.711, -5.601, 3.878], [-4.197, -4.521, 3.474], [-4.454, -2.793, 3.558], [-3.222, -4.410, 5.845], [-4.881, -3.794, 5.788], [-3.500, -2.679, 5.843], [-1.240, -5.631, 4.860], [-1.227, -6.327, 3.224], [-2.751, -5.908, 3.961], [-1.897, -2.377, -5.034], [-2.830, -2.020, -5.708], [-4.080, -2.113, -5.222], [-5.237, -1.556, -5.859], [-5.788, -2.497, -6.910], [-2.625, -1.554, -7.126], [-5.023, -0.561, -6.256], [-5.980, -1.421, -5.072], [-5.068, -2.674, -7.711], [-6.700, -2.089, -7.351], [-6.016, -3.470, -6.469], [-2.554, -2.423, -7.779], [-1.692, -0.992, -7.171], [-3.404, -0.886, -7.487], [2.807, 2.749, 7.143], [3.012, 1.897, 6.316], [2.235, 1.825, 5.220], [2.501, 0.971, 4.099], [1.958, -0.424, 4.336], [4.073, 0.850, 6.535], [3.564, 0.973, 3.849], [1.984, 1.417, 3.247], [2.437, -0.903, 5.192], [2.115, -1.053, 3.458], [0.889, -0.384, 4.554], [3.669, 0.062, 7.170], [4.920, 1.318, 7.035], [4.461, 0.416, 5.616], [9.943, 2.140, 1.336], [9.006, 2.499, 0.668], [7.759, 2.422, 1.166], [6.602, 2.983, 0.530], [6.034, 2.038, -0.508], [9.202, 2.951, -0.756], [6.823, 3.973, 0.123], [5.865, 3.133, 1.321], [6.748, 1.847, -1.313], [5.123, 2.451, -0.947], [5.801, 1.074, -0.057], [9.260, 2.075, -1.402], [10.139, 3.504, -0.814], [8.426, 3.622, -1.116], [-5.113, 1.143, -1.394], [-5.112, 2.240, -0.895], [-5.319, 2.375, 0.426], [-5.161, 3.606, 1.145], [-6.415, 4.453, 1.062], [-4.971, 3.474, -1.748], [-4.269, 4.141, 0.811], [-4.983, 3.329, 2.185], [-6.640, 4.740, 0.033], [-6.304, 5.362, 1.657], [-7.277, 3.893, 1.431], [-5.943, 3.725, -2.172], [-4.271, 3.257, -2.554], [-4.570, 4.334, -1.216]], "e_lumo_ha": -0.0235, "fmax_ev_per_a": 3.58, "homo_ev": -8.5, "energy_ev": -78338.2228, "molar_mass_g_mol": 707.0, "orbital_gap_ev": 7.84}


[4]
{"formula": "C32H59BN3O9S", "method": "ωB97M-V with the def2-TZVPD basis set", "elements": ["C", "C", "C", "O", "C", "C", "C", "C", "C", "C", "O", "O", "C", "C", "O", "C", "C", "C", "C", "O", "C", "C", "C", "C", "C", "C", "C", "C", "N", "C", "N", "C", "N", "S", "B", "C", "O", "H", "H", "H", "H", "H", "H", "H", "H", "H", "H", "H", "H", "H", "H", "H", "H", "H", "H", "H", "H", "H", "H", "H", "H", "H", "H", "H", "H", "H", "H", "H", "H", "H", "H", "H", "H", "H", "H", "H", "H", "H", "H", "H", "H", "H", "C", "O", "C", "C", "O", "C", "C", "O", "C", "H", "H", "H", "H", "H", "H", "H", "H", "H", "H", "H", "H", "H", "H"], "xyz": [[-1.016, -4.493, 0.949], [-0.953, -3.418, -0.246], [0.280, -3.700, -1.241], [0.746, -2.477, -1.892], [1.031, -2.814, -3.265], [1.749, -1.688, -4.139], [3.229, -1.508, -3.518], [3.276, -0.499, -2.271], [3.494, -1.202, -0.850], [4.649, -2.333, -0.859], [5.635, -2.085, -1.614], [4.622, -3.508, -0.048], [4.247, -4.675, -0.784], [4.690, -5.043, -2.269], [3.528, -5.514, -0.173], [1.989, 0.516, -2.303], [2.357, 1.758, -1.396], [2.108, 1.591, 0.201], [1.402, 2.935, 0.801], [1.273, 0.481, 0.585], [1.799, 0.026, 1.877], [0.743, -0.825, 2.720], [-0.616, -0.310, 3.247], [-1.549, -1.235, 4.106], [-1.153, -2.705, 4.486], [0.205, -3.236, 3.938], [1.108, -2.311, 3.091], [1.544, 0.854, -3.845], [2.763, 1.382, -4.573], [0.519, 2.088, -3.865], [-0.019, 2.524, -5.188], [-1.473, 2.874, -5.139], [1.018, -0.441, -4.484], [1.365, -0.210, -6.239], [-0.502, -0.616, -4.338], [-1.490, -1.102, -5.566], [-1.193, -0.430, -3.070], [-1.941, -5.178, 0.862], [-1.141, -3.922, 1.939], [-0.078, -5.133, 1.060], [-1.962, -3.401, -0.784], [-0.788, -2.373, 0.210], [1.170, -4.107, -0.621], [0.003, -4.539, -1.971], [0.169, -3.381, -3.801], [1.838, -3.651, -3.178], [1.961, -2.248, -5.135], [3.859, -1.023, -4.361], [3.672, -2.540, -3.354], [4.215, 0.158, -2.438], [3.933, -0.384, -0.155], [2.541, -1.559, -0.334], [3.745, -5.164, -2.895], [5.398, -4.300, -2.764], [5.246, -6.056, -2.259], [1.040, 0.030, -1.867], [1.878, 2.763, -1.630], [3.499, 1.942, -1.489], [3.134, 1.534, 0.734], [1.318, 2.890, 1.953], [1.937, 3.886, 0.470], [0.313, 2.885, 0.411], [2.711, -0.651, 1.712], [2.114, 0.907, 2.555], [-0.975, 0.746, 3.027], [-2.555, -0.873, 4.530], [-1.813, -3.373, 5.139], [0.523, -4.307, 4.191], [2.105, -2.731, 2.724], [3.476, 1.680, -3.875], [2.543, 2.244, -5.086], [1.155, 3.010, -3.560], [-0.302, 2.040, -3.051], [0.522, 3.295, -5.599], [-1.621, 3.955, -4.758], [-1.844, 2.889, -6.232], [-2.122, 2.117, -4.587], [0.351, 0.532, -6.814], [-1.630, -0.220, -6.301], [-2.526, -1.408, -5.205], [-0.955, -1.921, -6.180], [-2.084, -0.106, -3.357], [-5.708, 1.595, 6.834], [-5.470, 2.393, 5.687], [-5.876, 3.749, 5.837], [-4.806, 4.715, 5.334], [-3.599, 4.760, 6.096], [-2.775, 3.594, 6.090], [-2.129, 3.243, 4.750], [-3.098, 2.821, 3.796], [-2.951, 3.434, 2.528], [-6.728, 1.206, 6.813], [-5.009, 0.755, 6.810], [-5.530, 2.147, 7.763], [-6.111, 3.986, 6.880], [-6.786, 3.883, 5.241], [-5.225, 5.726, 5.401], [-4.590, 4.564, 4.278], [-3.310, 2.744, 6.512], [-1.965, 3.810, 6.794], [-1.441, 2.404, 4.901], [-1.549, 4.099, 4.387], [-2.685, 4.492, 2.617], [-3.910, 3.372, 2.010], [-2.194, 2.903, 1.942]], "e_lumo_ha": -0.1071, "fmax_ev_per_a": 5.32, "total_charge": 1, "homo_ev": -10.4, "energy_ev": -68533.1744, "molar_mass_g_mol": 672.7, "orbital_gap_ev": 7.53}